1.
Below is AgBr as an isolated structure, with properties calculated with ωB97M-V/def2-TZVPD.

The relative energy (zero: lowest compared OMol25 entry of this formula, charge and spin) is 0.9 kJ/mol. The value obtained for the total energy is -2720.632548 hartree. Its total charge is +1. Its spin multiplicity is 2. The HOMO-LUMO gap (alpha / beta) is 10.41 / 7.32 eV. For the HOMO energy (alpha / beta), the calculation gives -17.1 / -16.6 eV.

Each line ends with the Mulliken charge.
Cartesian coordinates (Å):
Ag (0.193, 0.166, 1.307)  0.7339
Br (-0.193, -0.166, -1.307)  0.2661

---

2.
Below is AgCl as an isolated structure in a non-equilibrium geometry, with properties calculated with ωB97M-V/def2-TZVPD.

The relative energy (zero: lowest compared OMol25 entry of this formula, charge and spin) is 22.3 kJ/mol. The value obtained for the total energy is -607.126720 hartree. Its spin multiplicity is 1. The HOMO-LUMO gap is 8.61 eV. For the HOMO energy, the calculation gives -9.9 eV.

Each line ends with the Mulliken charge.
Cartesian coordinates (Å):
Ag (0.234, -0.468, -0.874)  0.4850
Cl (-0.234, 0.468, 0.874)  -0.4850

---

3.
Below is AgF2V as an isolated structure in a non-equilibrium geometry, with properties calculated with ωB97M-V/def2-TZVPD.

The relative energy (zero: lowest compared OMol25 entry of this formula, charge and spin) is 217.7 kJ/mol. The value obtained for the total energy is -1289.633605 hartree. Its total charge is +2. Its spin multiplicity is 5. The HOMO-LUMO gap (alpha / beta) is 8.83 / 10.39 eV. For the HOMO energy (alpha / beta), the calculation gives -20.6 / -25.8 eV.

Each line ends with the Mulliken charge.
Cartesian coordinates (Å):
Ag (-0.993, 0.661, 0.424)  1.6003
V (0.516, -0.636, -0.825)  1.5744
F (0.818, 0.825, -0.187)  -0.5659
F (-0.341, -0.850, 0.589)  -0.6087

---

4.
Below is AgFH10O5 as an isolated structure in a non-equilibrium geometry, with properties calculated with ωB97M-V/def2-TZVPD.

The value obtained for the total energy is -628.873383 hartree. Its spin multiplicity is 3. The HOMO-LUMO gap (alpha / beta) is 8.23 / 5.70 eV. For the HOMO energy (alpha / beta), the calculation gives -8.0 / -11.0 eV.

Each line ends with the Mulliken charge.
Cartesian coordinates (Å):
Ag (-2.485, 0.166, 0.442)  0.2777
F (-0.298, -0.320, 0.250)  -0.2495
O (-2.231, 1.529, -1.360)  -0.4252
H (-2.651, 2.224, -1.868)  0.2774
H (-1.301, 1.607, -1.571)  0.4169
O (0.438, -2.929, -0.141)  -0.6546
H (1.024, -2.866, -0.895)  0.2983
H (0.084, -2.046, -0.038)  0.3050
O (0.149, 0.686, -2.253)  -0.7244
H (0.190, 0.346, -1.359)  0.2839
H (0.829, 0.206, -2.724)  0.3029
O (0.966, -0.786, 2.779)  -0.6451
H (0.783, -1.692, 3.031)  0.3000
H (0.564, -0.691, 1.916)  0.2597
O (1.383, 1.867, 1.094)  -0.6597
H (1.603, 1.597, 1.986)  0.3557
H (0.952, 1.103, 0.711)  0.2811

---

5.
Below is AgNO7S as an isolated structure in a non-equilibrium geometry, with properties calculated with ωB97M-V/def2-TZVPD.

The value obtained for the total energy is -1126.398327 hartree. Its total charge is -2. Its spin multiplicity is 1. The HOMO-LUMO gap is 4.26 eV. For the HOMO energy, the calculation gives 0.2 eV.

Each line ends with the Mulliken charge.
Cartesian coordinates (Å):
Ag (0.216, -0.247, -2.340)  0.5608
N (2.350, -0.369, 0.715)  1.0001
O (2.370, 0.196, -0.416)  -0.6318
O (3.120, 0.114, 1.476)  -0.6873
O (1.426, -1.114, 1.026)  -0.5924
S (-1.854, 0.268, -0.064)  1.2049
O (-0.676, 0.843, -0.559)  -0.6240
O (-2.629, -0.092, -1.224)  -0.7985
O (-1.629, -0.803, 0.905)  -0.7181
O (-2.693, 1.205, 0.481)  -0.7137

---

6.
Below is AlH4O2 as an isolated structure in a non-equilibrium geometry, with properties calculated with ωB97M-V/def2-TZVPD.

The relative energy (zero: lowest compared OMol25 entry of this formula, charge and spin) is 269.6 kJ/mol. The value obtained for the total energy is -393.640566 hartree. Its total charge is +3. Its spin multiplicity is 1. The HOMO-LUMO gap is 4.48 eV. For the HOMO energy, the calculation gives -27.5 eV.

Each line ends with the Mulliken charge.
Cartesian coordinates (Å):
Al (-1.487, -0.225, -0.637)  1.9093
O (0.496, 1.562, -1.721)  -0.3735
H (1.238, 1.954, -1.179)  0.4604
H (0.787, 1.654, -2.676)  0.4628
O (-0.414, -1.516, 1.695)  -0.3844
H (-0.610, -2.426, 2.067)  0.4606
H (-0.010, -1.003, 2.451)  0.4649

---

7.
Below is AlH8O4 as an isolated structure in a non-equilibrium geometry, with properties calculated with ωB97M-V/def2-TZVPD.

The relative energy (zero: lowest compared OMol25 entry of this formula, charge and spin) is 541.2 kJ/mol. The value obtained for the total energy is -546.718979 hartree. Its total charge is +3. Its spin multiplicity is 1. The HOMO-LUMO gap is 5.19 eV. For the HOMO energy, the calculation gives -25.4 eV.

Each line ends with the Mulliken charge.
Cartesian coordinates (Å):
Al (-0.927, 0.511, 0.705)  1.7361
O (1.116, 1.689, -0.760)  -0.4860
H (0.985, 2.408, -1.427)  0.3926
H (1.983, 1.271, -0.986)  0.4030
O (1.286, 1.115, 2.286)  -0.4976
H (1.869, 0.408, 2.663)  0.4239
H (1.867, 1.905, 2.155)  0.4006
O (-0.995, -0.442, -1.918)  -0.4562
H (-0.980, -1.367, -2.267)  0.3820
H (-1.375, 0.109, -2.646)  0.4090
O (-1.512, -2.157, 0.660)  -0.5087
H (-0.972, -2.960, 0.460)  0.3960
H (-2.345, -2.490, 1.075)  0.4053

---

8.
Below is AlH8O4 as an isolated structure in a non-equilibrium geometry, with properties calculated with ωB97M-V/def2-TZVPD.

The relative energy (zero: lowest compared OMol25 entry of this formula, charge and spin) is 281.4 kJ/mol. The value obtained for the total energy is -546.817925 hartree. Its total charge is +3. Its spin multiplicity is 1. The HOMO-LUMO gap is 6.79 eV. For the HOMO energy, the calculation gives -26.2 eV.

Each line ends with the Mulliken charge.
Cartesian coordinates (Å):
Al (0.900, -0.538, 0.819)  1.5672
O (0.237, -2.345, -0.318)  -0.3941
H (-0.459, -2.452, -0.966)  0.3913
H (0.846, -3.061, -0.499)  0.4245
O (-0.597, -0.010, -0.707)  -0.4187
H (-1.532, 0.192, -0.665)  0.3729
H (-0.253, 0.577, -1.379)  0.3863
O (-0.683, 0.803, 1.611)  -0.4412
H (-1.144, 1.638, 1.535)  0.3871
H (-1.317, 0.216, 2.022)  0.4102
O (1.149, 1.359, -0.318)  -0.4609
H (1.434, 1.440, -1.228)  0.4031
H (1.420, 2.181, 0.092)  0.3722

---

9.
Below is ArH22O11 as an isolated structure in a non-equilibrium geometry, with properties calculated with ωB97M-V/def2-TZVPD.

The relative energy (zero: lowest compared OMol25 entry of this formula, charge and spin) is 65.3 kJ/mol. The value obtained for the total energy is -1368.348111 hartree. Its spin multiplicity is 1. The HOMO-LUMO gap is 10.83 eV. For the HOMO energy, the calculation gives -10.7 eV.

Each line ends with the Mulliken charge.
Cartesian coordinates (Å):
Ar (-0.022, 0.474, 0.458)  -0.0054
O (1.227, -1.396, -3.212)  -0.6124
H (2.127, -1.513, -3.516)  0.2868
H (1.215, -0.519, -2.829)  0.3384
O (-1.487, -2.437, -1.429)  -0.5740
H (-1.031, -2.178, -0.628)  0.2657
H (-0.918, -3.095, -1.828)  0.2795
O (-2.832, 0.505, 1.745)  -0.5936
H (-2.969, 1.409, 1.464)  0.2725
H (-3.351, 0.421, 2.545)  0.2627
O (-1.696, -2.070, 1.397)  -0.6711
H (-2.274, -1.390, 1.743)  0.3247
H (-2.095, -2.892, 1.685)  0.3070
O (1.767, 3.206, -0.314)  -0.6129
H (2.228, 4.023, -0.124)  0.2647
H (2.400, 2.519, -0.105)  0.3698
O (-4.121, -1.284, -0.492)  -0.6014
H (-4.121, -1.918, -1.209)  0.2939
H (-3.425, -1.584, 0.094)  0.3562
O (1.024, 1.913, -2.590)  -0.6238
H (1.234, 2.158, -1.689)  0.3447
H (0.186, 2.340, -2.766)  0.3242
O (3.558, 1.179, -0.052)  -0.6663
H (4.297, 1.067, -0.651)  0.3319
H (3.076, 0.354, -0.109)  0.3078
O (2.721, -1.490, 0.574)  -0.6350
H (2.703, -2.326, 0.109)  0.3047
H (1.918, -1.488, 1.095)  0.2888
O (-1.158, 4.159, 0.370)  -0.6278
H (-0.373, 3.616, 0.309)  0.3291
H (-0.907, 4.881, 0.947)  0.2982
O (0.669, -1.972, 2.967)  -0.6283
H (0.541, -2.657, 3.624)  0.2923
H (-0.114, -2.018, 2.418)  0.4082

---

10.
Below is ArH24O12 as an isolated structure, with properties calculated with ωB97M-V/def2-TZVPD.

The relative energy (zero: lowest compared OMol25 entry of this formula, charge and spin) is 155.8 kJ/mol. The value obtained for the total energy is -1444.771478 hartree. Its spin multiplicity is 1. The HOMO-LUMO gap is 10.01 eV. For the HOMO energy, the calculation gives -10.4 eV.

Each line ends with the Mulliken charge.
Cartesian coordinates (Å):
Ar (0.243, -0.203, 0.038)  0.0386
O (-2.650, -0.037, 2.016)  -0.6793
H (-3.242, -0.415, 1.366)  0.3493
H (-2.387, 0.803, 1.640)  0.2836
O (3.584, 0.981, -1.488)  -0.6400
H (3.118, 1.640, -2.003)  0.2904
H (3.360, 1.184, -0.580)  0.3942
O (-1.246, -2.437, 2.211)  -0.6415
H (-0.536, -2.148, 2.784)  0.3419
H (-1.699, -1.631, 1.964)  0.3725
O (-3.618, -0.919, -0.770)  -0.6026
H (-4.002, -0.379, -1.460)  0.2904
H (-2.782, -1.213, -1.131)  0.3386
O (2.950, 1.905, 0.977)  -0.6321
H (3.564, 2.625, 1.125)  0.2689
H (2.132, 2.203, 1.374)  0.3273
O (1.121, -3.688, 0.950)  -0.6316
H (2.012, -3.711, 1.297)  0.2887
H (0.684, -3.002, 1.455)  0.3479
O (1.279, -1.903, 3.572)  -0.6219
H (1.878, -2.309, 4.199)  0.2851
H (1.619, -1.016, 3.455)  0.2919
O (0.268, 3.410, -0.998)  -0.5464
H (0.397, 3.382, -0.050)  0.3049
H (-0.612, 3.770, -1.110)  0.3001
O (0.334, -0.760, -3.662)  -0.5637
H (0.287, -0.658, -4.613)  0.2627
H (0.839, -1.562, -3.531)  0.2872
O (-1.532, -2.572, -1.995)  -0.6174
H (-1.314, -3.503, -1.951)  0.2860
H (-0.715, -2.124, -1.777)  0.2666
O (-1.513, 1.654, -3.316)  -0.5985
H (-0.991, 0.852, -3.351)  0.3395
H (-2.421, 1.350, -3.325)  0.2900
O (0.742, 3.166, 2.124)  -0.6477
H (1.046, 3.956, 2.570)  0.2923
H (-0.195, 3.308, 1.994)  0.2842

---

11.
Below is ArH24O12 as an isolated structure in a non-equilibrium geometry, with properties calculated with ωB97M-V/def2-TZVPD.

The relative energy (zero: lowest compared OMol25 entry of this formula, charge and spin) is 99.2 kJ/mol. The value obtained for the total energy is -1444.793013 hartree. Its spin multiplicity is 1. The HOMO-LUMO gap is 10.78 eV. For the HOMO energy, the calculation gives -10.9 eV.

Each line ends with the Mulliken charge.
Cartesian coordinates (Å):
Ar (0.130, 0.751, 0.068)  0.0361
O (2.058, -0.011, -2.970)  -0.6512
H (2.426, 0.833, -2.711)  0.3056
H (2.659, -0.341, -3.638)  0.2983
O (-3.297, 1.944, -1.687)  -0.6817
H (-2.676, 2.456, -1.169)  0.3306
H (-4.079, 2.495, -1.735)  0.3010
O (-3.416, -0.184, 0.235)  -0.7590
H (-2.895, -0.950, -0.004)  0.4265
H (-3.573, 0.269, -0.594)  0.4122
O (-0.690, -0.860, -3.433)  -0.6189
H (-0.644, -1.762, -3.748)  0.2956
H (0.161, -0.705, -3.022)  0.3192
O (-2.121, 3.613, 0.154)  -0.6600
H (-2.522, 4.250, 0.745)  0.2977
H (-2.344, 2.762, 0.531)  0.4392
O (3.134, 2.508, 0.548)  -0.6025
H (4.027, 2.481, 0.890)  0.3031
H (2.725, 1.709, 0.880)  0.2786
O (0.786, -1.408, 3.391)  -0.6877
H (1.453, -0.722, 3.377)  0.3437
H (-0.036, -0.941, 3.543)  0.3058
O (0.814, -2.637, 0.833)  -0.6579
H (1.032, -2.099, 1.594)  0.3928
H (-0.086, -2.393, 0.616)  0.3139
O (3.063, -1.677, -0.714)  -0.7151
H (2.706, -1.039, -1.333)  0.3593
H (2.296, -2.141, -0.378)  0.3968
O (3.920, -0.250, 1.341)  -0.6004
H (4.788, -0.564, 1.595)  0.2738
H (3.580, -0.928, 0.758)  0.3930
O (-1.899, -2.429, 0.033)  -0.7766
H (-2.193, -2.600, 0.928)  0.3264
H (-2.456, -2.983, -0.513)  0.2852
O (-2.323, 1.569, 1.824)  -0.6754
H (-1.880, 1.098, 2.530)  0.2620
H (-2.628, 0.883, 1.231)  0.3902

---

- Number 9 is which compound?
  ArH22O11

---

- The highest total energy belongs to which entry?
  AlH4O2

---

- Which of these has the lowest total energy?
  AgBr